110
Properties=species:S:1:pos:R:3:lowdin_charge:R:1 method="wB97M-V/def2-TZVPD" e_homo_ev=-9.32 relative_energy_kcal_mol=38.2 total_charge=0 smiles="NC(N)=O.CC(C)O.CC(C)O.CC(C)O.CC(C)O.CC(C)O.CC(C)O.CC(C)O.CC(C)O.CO" spin_multiplicity=1
C -21.309 -12.266 -10.181 -0.12
O -22.462 -11.614 -10.703 -0.13
H -21.130 -11.878 -9.187 0.05
H -20.460 -12.079 -10.806 0.07
H -21.384 -13.304 -9.995 0.05
H -23.231 -11.790 -10.140 0.07
C -23.911 -12.850 -7.407 -0.61
O -24.958 -13.711 -7.135 -0.12
N -24.003 -11.718 -8.004 0.17
N -22.717 -12.970 -6.877 0.17
H -24.842 -11.374 -8.403 0.12
H -23.313 -11.008 -7.996 0.09
H -22.496 -13.768 -6.212 0.15
H -21.931 -12.390 -7.069 0.04
C -16.968 -14.566 -11.871 -0.01
C -17.010 -13.150 -12.360 -0.63
C -16.672 -12.826 -13.819 0.00
O -18.156 -12.694 -12.172 -0.06
H -17.820 -15.147 -12.270 0.08
H -16.990 -14.635 -10.809 0.06
H -16.124 -15.117 -12.267 0.09
H -16.380 -12.557 -11.696 0.13
H -17.387 -13.254 -14.461 0.07
H -15.721 -13.284 -14.014 0.08
H -16.737 -11.785 -14.117 0.06
H -18.242 -11.734 -12.470 0.11
C -23.044 -10.216 -13.948 -0.05
C -21.789 -9.635 -14.518 -0.64
C -21.732 -9.848 -16.076 -0.01
O -21.502 -8.416 -14.260 0.02
H -23.114 -11.204 -14.407 0.07
H -23.894 -9.628 -14.295 0.09
H -23.076 -10.402 -12.899 0.05
H -21.058 -10.323 -14.070 0.11
H -22.178 -9.036 -16.680 0.09
H -22.231 -10.738 -16.452 0.07
H -20.662 -9.912 -16.196 0.05
H -21.260 -8.412 -13.298 0.11
C -16.689 -8.672 -12.614 -0.01
C -18.058 -8.960 -13.232 -0.55
C -17.979 -9.065 -14.738 -0.03
O -18.675 -10.065 -12.864 -0.04
H -16.676 -8.784 -11.559 0.04
H -16.356 -7.665 -12.864 0.09
H -15.943 -9.364 -12.998 0.08
H -18.856 -8.229 -13.022 0.13
H -18.941 -9.227 -15.264 0.07
H -17.452 -9.950 -15.054 0.06
H -17.434 -8.285 -15.254 0.08
H -19.358 -9.752 -12.268 0.05
C -21.129 -9.096 -8.985 -0.02
C -20.727 -8.584 -10.348 -0.59
C -19.347 -7.918 -10.287 0.00
O -20.785 -9.346 -11.325 0.00
H -22.004 -9.752 -9.024 0.06
H -21.403 -8.244 -8.371 0.10
H -20.369 -9.634 -8.422 0.04
H -21.502 -7.845 -10.577 0.15
H -19.290 -7.234 -9.485 0.08
H -19.192 -7.435 -11.227 0.07
H -18.528 -8.648 -10.050 0.07
H -21.516 -9.964 -11.321 0.09
C -17.804 -11.120 -9.253 -0.02
C -17.081 -10.749 -7.995 -0.56
C -17.256 -9.237 -7.695 -0.03
O -17.528 -11.293 -6.939 -0.05
H -17.404 -10.571 -10.094 0.07
H -18.881 -10.936 -9.251 0.07
H -17.653 -12.179 -9.528 0.08
H -15.965 -11.005 -8.014 0.17
H -16.823 -8.975 -6.729 0.09
H -18.300 -8.913 -7.718 0.06
H -16.803 -8.755 -8.529 0.06
H -16.886 -11.128 -6.229 0.14
C -19.637 -11.986 -4.561 -0.03
C -20.372 -11.093 -5.553 -0.56
C -19.777 -9.674 -5.370 -0.03
O -20.251 -11.494 -6.785 -0.05
H -19.544 -11.588 -3.517 0.11
H -18.694 -12.350 -4.835 0.05
H -20.379 -12.774 -4.476 0.07
H -21.431 -11.102 -5.226 0.15
H -18.710 -9.753 -5.268 0.06
H -20.287 -9.182 -4.564 0.08
H -19.893 -9.030 -6.254 0.06
H -19.324 -11.485 -6.962 0.04
C -20.839 -15.381 -12.107 -0.03
C -20.705 -14.586 -13.396 -0.62
C -21.389 -13.255 -13.496 -0.04
O -19.537 -14.440 -13.789 0.01
H -20.693 -16.420 -12.260 0.07
H -21.832 -15.258 -11.662 0.08
H -20.093 -15.087 -11.372 0.06
H -21.142 -15.207 -14.281 0.17
H -20.984 -12.482 -12.872 0.05
H -22.398 -13.297 -13.169 0.07
H -21.388 -12.883 -14.518 0.09
H -19.044 -13.893 -13.206 0.03
C -18.766 -14.399 -8.005 -0.02
C -19.973 -15.184 -7.459 -0.58
C -20.817 -15.941 -8.556 -0.01
O -19.521 -16.081 -6.685 -0.01
H -18.947 -14.311 -9.042 0.04
H -17.749 -14.789 -7.905 0.10
H -18.826 -13.382 -7.547 0.06
H -20.615 -14.519 -6.870 0.10
H -21.262 -15.220 -9.236 0.03
H -21.658 -16.526 -8.154 0.09
H -20.099 -16.570 -9.104 0.09
H -18.864 -15.757 -6.031 0.13